{
  "formula": "C19H23N3O3",
  "method": "ωB97M-V/def2-TZVPD",
  "orbital_gap_ev": 8.063,
  "e_homo_ev": -7.29,
  "multiplicity": 1,
  "total_charge": 0,
  "de_lowest_ev": 5.459,
  "elements": ["C", "O", "C", "C", "O", "C", "C", "C", "C", "C", "C", "C", "N", "C", "C", "C", "C", "C", "C", "N", "C", "C", "O", "N", "C", "H", "H", "H", "H", "H", "H", "H", "H", "H", "H", "H", "H", "H", "H", "H", "H", "H", "H", "H", "H", "H", "H", "H"],
  "positions_angstrom": [[1.148, 6.794, -1.314], [1.079, 5.464, -1.786], [0.871, 4.509, -0.745], [1.359, 3.150, -1.163], [0.263, 2.157, -1.065], [-1.004, 2.239, -1.600], [-1.384, 3.089, -2.612], [-2.808, 3.404, -2.749], [-3.731, 2.701, -2.030], [-3.350, 1.726, -1.151], [-1.985, 1.466, -0.898], [-1.602, 0.381, 0.066], [-1.178, -0.877, -0.583], [-0.364, -1.930, -0.175], [0.454, -2.575, -1.034], [1.274, -3.678, -0.540], [1.223, -4.006, 0.817], [0.318, -3.354, 1.660], [-0.536, -2.344, 1.075], [0.570, -3.832, 2.927], [-0.152, -3.629, 4.233], [1.594, -4.693, 2.874], [2.109, -5.239, 3.859], [1.924, -4.905, 1.602], [2.886, -5.964, 1.178], [0.395, 7.068, -0.502], [2.184, 6.864, -0.792], [1.205, 7.439, -2.116], [-0.206, 4.480, -0.452], [1.554, 4.700, 0.111], [2.029, 2.717, -0.478], [1.841, 3.176, -2.215], [-0.667, 3.375, -3.273], [-2.959, 4.060, -3.673], [-4.841, 2.905, -2.015], [-4.181, 1.205, -0.625], [-0.845, 0.683, 0.819], [-2.441, 0.062, 0.657], [-1.440, -0.860, -1.597], [0.659, -2.171, -2.004], [1.890, -4.191, -1.218], [-1.372, -1.960, 1.640], [0.460, -3.603, 5.145], [-0.731, -2.699, 4.184], [-0.892, -4.465, 4.369], [3.583, -5.661, 0.472], [2.309, -6.771, 0.731], [3.490, -6.408, 1.986]],
  "atomic_forces_ev_per_a": [[1.91, -1.52, 3.78], [-0.70, -0.32, 0.23], [0.62, 0.56, 0.25], [-2.13, -0.92, -3.02], [0.48, -0.57, -0.57], [0.03, -0.03, 1.67], [-4.02, -0.81, 1.86], [3.26, 0.08, -2.73], [-2.37, 1.23, -0.04], [1.07, -1.14, 1.15], [-0.61, 0.14, -0.41], [0.86, -1.36, 1.28], [-0.70, 1.09, -3.57], [-1.48, 2.03, -1.33], [3.23, -2.72, 0.22], [-2.00, 2.01, 0.38], [-0.52, 0.36, -1.49], [-1.05, 1.94, -1.73], [0.70, -2.65, 5.17], [-1.82, 1.44, 2.10], [-1.00, -0.46, -0.90], [1.40, -2.21, 2.97], [-0.37, 0.26, -0.55], [2.14, -1.02, -1.73], [-1.62, -0.50, 1.29], [0.54, -0.36, -1.36], [-1.46, 0.25, -0.50], [-0.43, 1.38, -1.73], [0.82, 0.06, 0.04], [-0.74, 0.79, -0.08], [0.98, -0.30, 0.73], [-0.87, -0.04, 1.56], [1.81, 1.62, -1.72], [-0.57, -0.75, 1.77], [1.40, 0.04, -0.62], [1.10, 0.12, -0.23], [-0.08, 0.09, -0.63], [-0.89, 0.63, 0.40], [0.71, -0.19, 1.50], [-0.14, -0.10, -0.50], [0.88, -0.56, -0.71], [0.13, 0.23, 0.29], [0.39, -0.07, -0.88], [0.24, -0.16, -0.16], [0.70, 0.70, -0.18], [1.05, 1.18, -1.43], [-0.07, -0.12, -0.02], [-0.79, 0.65, 0.19]]
}